{"formula": "C22H17N2O10SSn", "method": "ωB97M-V/def2-TZVPD", "e_tot_ha": -2322.97685, "charge": -1, "e_homo_ev": -5.42, "fmax_ev_per_a": 4.07, "symbols": ["H", "C", "H", "H", "H", "C", "C", "H", "C", "N", "C", "C", "O", "H", "O", "S", "H", "H", "C", "H", "C", "C", "O", "C", "C", "H", "H", "O", "H", "O", "C", "C", "C", "C", "C", "O", "H", "N", "H", "C", "O", "O", "H", "H", "C", "C", "O", "H", "C", "C", "C", "Sn", "O"], "coordinates": [[1.083, -20.576, -9.391], [8.978, -20.240, -12.913], [8.148, -11.015, -8.851], [9.248, -21.189, -12.369], [6.584, -15.519, -9.255], [8.337, -13.861, -11.471], [7.957, -19.299, -10.972], [8.698, -16.959, -14.908], [4.277, -20.238, -13.236], [10.143, -21.304, -14.811], [8.032, -11.755, -9.615], [2.234, -18.969, -8.649], [12.655, -13.718, -11.636], [8.530, -14.710, -12.140], [7.499, -18.429, -10.258], [9.292, -9.991, -11.270], [7.235, -13.314, -8.333], [5.201, -20.259, -13.698], [1.930, -19.950, -9.522], [3.568, -19.995, -14.077], [8.801, -12.612, -11.762], [8.336, -19.159, -12.369], [10.232, -21.414, -16.020], [7.690, -14.131, -10.262], [13.047, -13.105, -12.485], [9.696, -18.811, -15.929], [2.285, -20.797, -11.428], [8.501, -9.478, -12.346], [9.458, -12.418, -12.670], [9.130, -9.201, -10.044], [3.623, -19.105, -10.999], [3.194, -18.026, -8.867], [8.152, -17.951, -13.070], [3.895, -18.082, -10.050], [8.601, -11.541, -10.835], [7.603, -16.902, -12.524], [7.870, -16.122, -10.158], [7.134, -15.417, -10.123], [8.052, -20.336, -10.585], [9.272, -18.970, -14.925], [4.790, -17.129, -10.190], [5.104, -18.205, -12.608], [4.034, -21.231, -12.873], [1.867, -19.006, -7.640], [2.566, -20.006, -10.731], [4.347, -19.100, -12.250], [10.561, -22.146, -14.058], [3.523, -17.274, -8.176], [7.577, -13.126, -9.379], [8.700, -17.882, -14.356], [9.443, -20.154, -14.224], [5.753, -16.112, -11.956], [10.672, -10.357, -11.640]], "lowdin_charge": [0.0931, 0.0378, 0.0989, 0.1471, 0.1157, -0.0709, -0.1973, 0.1237, 0.0100, -0.3727, -0.0204, -0.0947, 0.0204, 0.0968, 0.0355, 0.3866, 0.1144, 0.0515, -0.1208, 0.1184, -0.0407, -0.1348, 0.0633, -0.3801, -0.0186, 0.1336, 0.1133, -0.3443, 0.1390, -0.3831, -0.0860, -0.0094, -0.3251, -0.3416, -0.2860, -0.2949, 0.0918, -0.0077, 0.1279, -0.0083, -0.2644, -0.1317, 0.0788, 0.1067, -0.0238, -0.3570, 0.0611, 0.1207, -0.0262, 0.0086, -0.1474, 1.3794, -0.3860]}



{"formula": "C22H17N3O", "method": "ωB97M-V/def2-TZVPD", "smiles": "Cc1cccc(-c2cc(C(=O)Nc3cccnc3)c3ccccc3n2)c1", "e_tot_ha": -1088.10245, "charge": 0, "e_homo_ev": -8.57, "fmax_ev_per_a": 0.80, "symbols": ["C", "C", "H", "C", "C", "C", "H", "H", "N", "H", "H", "C", "H", "H", "C", "H", "C", "C", "C", "C", "C", "C", "H", "H", "H", "N", "H", "N", "H", "H", "C", "C", "C", "C", "O", "C", "C", "C", "H", "C", "H", "C", "H"], "coordinates": [[-2.471, -1.344, -4.184], [-1.275, -0.807, -3.800], [5.848, 0.364, 1.881], [-1.872, 0.640, 3.451], [-2.247, 1.068, 1.133], [2.501, 1.262, -1.424], [-2.531, 0.754, 0.141], [4.095, 2.624, -1.829], [-2.423, -1.214, 2.012], [1.905, 1.551, -2.275], [-2.808, -1.699, 2.814], [-3.324, -1.938, -3.239], [-3.624, -2.451, -1.191], [-2.007, 3.131, 0.609], [-1.963, 2.396, 1.397], [-1.396, 3.789, 2.946], [4.815, 0.038, 1.969], [-1.316, -1.426, -0.139], [-1.747, -1.444, -1.490], [-2.975, -1.985, -1.917], [0.708, -0.337, -0.863], [2.013, 0.271, -0.573], [-4.262, -2.361, -3.566], [-1.842, -0.025, 4.305], [5.428, 1.930, 0.119], [0.303, -0.304, -2.111], [-0.602, -0.348, -4.508], [-1.607, 1.906, 3.698], [4.796, -1.045, 2.076], [-2.770, -1.318, -5.221], [-1.634, 2.765, 2.694], [2.782, -0.120, 0.519], [-0.880, -0.843, -2.445], [4.472, 1.464, -0.073], [-2.510, -3.183, 0.948], [-2.145, -2.027, 0.947], [4.012, 0.468, 0.778], [-0.088, -0.893, 0.166], [0.258, -0.870, 1.188], [3.721, 1.854, -1.170], [2.439, -0.912, 1.169], [-2.173, 0.148, 2.178], [4.396, 0.471, 2.878]], "lowdin_charge": [-0.0755, -0.0105, 0.0741, -0.0945, -0.0061, -0.0305, 0.1194, 0.1030, 0.1448, 0.1054, 0.1605, -0.0720, 0.1125, 0.1054, -0.0452, 0.1027, -0.0511, -0.0934, -0.0994, -0.0127, -0.2038, -0.1587, 0.1041, 0.1141, 0.1086, 0.1750, 0.1119, 0.0600, 0.0791, 0.1035, -0.1545, 0.0062, -0.2066, -0.0477, 0.0971, -0.4261, -0.2732, 0.0534, 0.1246, -0.0713, 0.1153, -0.2323, 0.0845]}



{"formula": "C22H17N5OOsS3", "method": "ωB97M-V/def2-TZVPD", "e_tot_ha": -2482.69745, "charge": 1, "s_squared": 0.76, "multiplicity": 2, "e_homo_ev": [-10.39, -10.33], "fmax_ev_per_a": 0.50, "symbols": ["C", "Os", "H", "H", "O", "H", "C", "H", "C", "N", "C", "S", "C", "H", "C", "C", "N", "C", "S", "C", "C", "H", "C", "C", "H", "H", "C", "H", "C", "H", "C", "S", "H", "C", "N", "C", "H", "C", "H", "H", "H", "C", "H", "C", "N", "C", "N", "C", "H"], "coordinates": [[-0.443, -4.131, -1.334], [-0.214, -0.342, 0.816], [2.711, 1.675, -4.089], [-3.300, 1.519, -2.956], [0.203, 1.135, 2.190], [-1.949, 0.630, 6.843], [-2.108, -2.762, -2.332], [1.092, 1.230, -2.266], [-0.110, -3.062, -0.542], [-0.368, 0.941, 3.390], [-0.758, 2.378, -0.276], [-1.996, -0.761, 2.140], [2.089, 0.809, -2.241], [-3.123, -0.577, -2.318], [2.998, 1.054, -3.251], [-1.700, -1.716, -1.497], [-1.105, 1.081, -0.460], [-1.284, 3.407, -1.011], [3.980, -1.503, 0.302], [-2.230, 3.103, -1.991], [2.486, 0.007, -1.174], [-2.907, -2.593, -3.041], [4.690, -0.280, -2.151], [3.775, -0.533, -1.136], [-0.042, 2.549, 0.514], [-2.838, -0.667, 4.919], [-1.997, 0.003, 4.804], [-0.970, 4.421, -0.818], [-1.992, 0.792, -1.413], [0.092, -5.062, -1.225], [2.364, -1.121, 0.769], [1.416, -1.671, 2.093], [-2.675, 3.885, -2.591], [-1.480, -3.981, -2.249], [1.723, -0.341, -0.073], [4.287, 0.516, -3.207], [4.981, 0.725, -4.010], [-2.583, 1.793, -2.194], [0.667, -3.146, 0.204], [0.988, 2.268, 4.149], [5.688, -0.696, -2.118], [-1.501, 0.723, 5.864], [-1.784, -4.797, -2.890], [0.141, 1.656, 4.416], [-0.728, -1.861, -0.595], [-0.407, 1.567, 5.665], [-2.381, -0.512, -1.640], [-1.418, 0.106, 3.537], [0.020, 2.143, 6.471]], "mulliken_spin": [0.0015, 0.7149, 0.0000, 0.0001, 0.0317, -0.0008, 0.0010, -0.0041, -0.0006, 0.0316, 0.0264, 0.1458, -0.0110, 0.0002, -0.0009, 0.0000, 0.0178, -0.0086, 0.0020, 0.0129, 0.0104, 0.0000, 0.0004, 0.0049, -0.0044, 0.0014, 0.0289, -0.0001, 0.0092, -0.0001, 0.0069, 0.0017, 0.0003, -0.0005, 0.0224, 0.0011, 0.0001, -0.0073, 0.0011, 0.0004, 0.0001, -0.0143, 0.0000, -0.0170, -0.0245, 0.0218, 0.0059, -0.0100, 0.0013]}



{"formula": "C22H17N5OS2", "method": "ωB97M-V/def2-TZVPD", "smiles": "CCSc1nnc(-c2sc3nnc(-c4ccccc4)c(-c4ccccc4)c3c2N)o1", "e_tot_ha": -1993.81804, "charge": 0, "e_homo_ev": -7.93, "fmax_ev_per_a": 5.04, "symbols": ["H", "C", "C", "H", "S", "N", "C", "H", "H", "C", "C", "C", "H", "O", "H", "C", "C", "H", "C", "C", "C", "C", "C", "H", "H", "S", "C", "C", "H", "C", "H", "H", "N", "H", "C", "C", "H", "C", "H", "C", "H", "N", "C", "C", "N", "N", "H"], "coordinates": [[-2.101, 4.651, -0.070], [1.527, -1.829, 0.783], [-4.689, -0.259, -0.804], [7.392, -1.595, 1.915], [0.791, -3.449, 0.590], [-1.456, -3.403, -1.047], [-0.471, -1.379, -0.325], [-4.282, -0.283, 0.281], [-6.461, 0.437, 0.095], [-1.840, 1.315, 0.741], [-5.997, 0.262, -0.838], [8.581, 0.220, 2.356], [8.800, -0.123, 3.399], [3.444, -0.580, 1.830], [-1.712, 3.630, -2.253], [2.833, -1.790, 1.490], [-6.593, 0.355, -2.128], [-1.890, 0.599, 1.542], [0.738, -0.846, 0.313], [-1.901, 2.672, 0.959], [-4.458, -0.478, -3.113], [-1.565, -0.614, -0.744], [-1.756, 0.800, -0.564], [0.705, 1.326, 0.243], [8.475, 1.210, 2.235], [5.895, -0.017, 3.053], [7.367, -0.491, 1.949], [-2.567, -1.278, -1.468], [7.102, -0.112, 0.946], [-3.848, -0.573, -1.886], [-6.350, 0.044, -4.187], [-7.693, 0.642, -2.138], [4.689, -2.348, 2.384], [-2.226, 2.974, 1.984], [-1.829, 3.539, -0.097], [-1.726, 3.019, -1.395], [1.990, 0.373, 1.062], [4.614, -1.031, 2.341], [9.479, -0.073, 1.738], [-0.396, -2.755, -0.467], [-1.518, 1.277, -2.591], [-2.406, -2.624, -1.653], [-5.854, -0.009, -3.225], [-1.635, 1.679, -1.600], [3.498, -2.829, 1.865], [1.177, 0.419, 0.461], [-3.879, -0.677, -3.964]], "lowdin_charge": [0.1333, -0.3618, -0.0457, 0.0825, 1.0751, 0.0489, -0.1105, 0.1407, 0.0840, -0.0459, -0.0618, -0.1904, 0.0946, 0.0388, 0.0945, -0.3193, -0.1040, 0.1246, -0.3012, -0.0952, 0.0016, -0.0791, -0.2338, 0.1320, 0.0248, 0.9258, -0.5021, -0.1500, 0.0799, -0.1843, 0.0944, 0.1225, 0.0577, 0.1247, -0.0797, -0.0686, 0.0786, -0.6618, 0.1068, -0.5204, 0.1299, 0.0836, -0.0642, -0.0380, 0.0852, 0.1623, 0.0908]}